Record 1
C34H37FeN8O7PS | ωB97M-V/def2-TZVPD

Multiplicity: 6
Energy relative to the best compared isomer or geometry (same formula, charge and spin) (kJ/mol): 77.97
Electronic energy (Eh): -4285.6132
Charge: +1

Cartesian coordinates (Å):
Fe1 -0.6119 1.4253 0.4621
O1 -1.4711 2.1513 4.4204
C1 -1.1932 1.7627 3.2661
N1 -1.5751 2.1881 2.0152
C2 -1.7781 3.5862 1.8016
C3 -0.6251 4.1527 0.9733
C4 -0.6280 5.2961 0.1732
C5 0.4693 5.5484 -0.6583
C6 1.5892 4.7042 -0.6334
C7 1.4595 3.5276 0.0767
N2 0.3218 3.2407 0.7022
C8 -0.3888 0.4701 3.1701
C9 0.0075 -0.2955 4.2819
C10 0.7023 -1.4925 3.9944
C11 1.0261 -1.7944 2.6688
C12 0.5916 -0.9587 1.6474
N3 -0.0824 0.1742 1.8926
H1 -1.7357 4.0759 2.8179
H2 -3.2327 3.1661 0.5493
H3 -1.5443 5.8898 0.2137
H4 0.4520 6.3841 -1.2964
H5 2.5220 4.9805 -1.1640
H6 2.3040 2.7931 0.1965
H7 -0.1456 0.1317 5.2785
H8 0.9502 -2.1345 4.8264
H9 1.6944 -2.6261 2.4158
H10 0.8777 -1.1280 0.6069
O2 -4.7405 0.0527 -1.2583
S1 -3.4775 -0.2147 -0.5552
O3 -3.0308 3.9062 1.1784
N4 -2.6384 1.2769 -0.4622
C13 -2.4058 1.7933 -1.7038
C14 -3.3764 2.3829 -2.5247
C15 -3.0031 2.9085 -3.7573
C16 -1.7339 2.7514 -4.2852
C17 -0.6986 2.2078 -3.4928
C18 0.5876 1.9015 -3.9538
C19 1.5259 1.2638 -3.1624
C20 1.1677 0.9620 -1.8635
N5 -0.0585 1.2404 -1.3599
C21 -1.0615 1.7243 -2.1823
C22 -3.9987 -0.3653 1.1855
C23 -3.8151 -1.5935 1.7417
C24 -4.2321 -1.7709 3.0801
C25 -4.8399 -0.6979 3.7713
C26 -5.0618 0.5261 3.1295
C27 -4.6721 0.6868 1.7917
H11 -4.4012 2.3299 -2.2030
H12 -3.7512 3.3163 -4.4262
H13 -1.4870 3.1849 -5.2847
H14 0.8273 2.1141 -5.0194
H15 2.5348 0.9825 -3.4581
H16 1.8772 0.5059 -1.1654
H17 -3.3195 -2.3741 1.1611
H18 -4.2253 -2.7687 3.5689
H19 -5.1725 -0.8736 4.7865
H20 -5.4896 1.4217 3.6335
H21 -4.8481 1.6362 1.3317
C28 -2.7245 -4.0457 -2.3460
O4 -1.6366 -4.4718 -1.5325
P1 -0.4752 -3.3440 -1.1303
O5 0.0933 -3.0976 -2.6401
C29 1.4303 -2.6664 -2.9497
O6 0.6758 -4.3930 -0.5992
C30 0.3195 -5.3021 0.4676
H22 -3.2460 -3.1242 -2.0019
H23 -3.4779 -4.8523 -2.3130
H24 -2.3716 -3.9139 -3.3859
H25 2.0804 -3.5282 -3.2205
H26 1.8877 -2.1055 -2.1199
H27 1.3403 -2.0591 -3.8555
H28 -0.7726 -5.4979 0.5602
H29 0.7589 -4.9303 1.3820
H30 0.9206 -6.1883 0.2713
C31 7.0388 -2.1630 -0.0422
N6 5.8362 -1.4335 0.2180
C32 5.7133 -0.1044 0.7814
C33 4.1732 0.0865 0.6617
O7 3.5784 1.0746 1.1172
N7 3.6315 -0.9757 0.0655
C34 4.6382 -1.8403 -0.1409
N8 4.4844 -3.1007 -0.6633
H31 7.8956 -1.6166 0.3550
H32 7.1484 -2.3741 -1.1059
H33 6.9740 -3.1142 0.5112
H34 6.2067 0.6737 0.1931
H35 6.1054 -0.0539 1.8269
H36 3.5315 -3.4259 -0.7382
H37 5.3049 -3.7485 -0.5672


Record 2
C34H37MoN5S | ωB97M-V/def2-TZVPD

Energy relative to the best compared isomer or geometry (same formula, charge and spin) (kJ/mol): 55.81
Electronic energy (Eh): -2058.0285
Charge: 0

Cartesian coordinates (Å):
Mo1 0.2749 -0.2557 0.0126
C1 2.1793 -1.7745 -2.0495
N1 2.2104 -0.6480 -1.0951
C2 2.6440 0.5862 -1.7938
C3 3.1667 -0.9013 0.0055
C4 4.2885 -1.6918 -0.1786
C5 5.1482 -1.9611 0.8751
C6 4.8460 -1.4444 2.1258
C7 3.7366 -0.6416 2.3137
C8 2.8869 -0.3029 1.2469
N2 1.7162 0.4374 1.3606
C9 1.4245 1.1543 2.5201
C10 2.4121 1.8443 3.2451
C11 2.1201 2.5396 4.4018
C12 0.8166 2.5910 4.8795
C13 -0.1787 1.9820 4.1373
C14 0.0986 1.2890 2.9631
N3 -1.0076 0.8177 2.1396
C15 -1.9118 -0.0844 2.8623
C16 -1.7641 1.9908 1.6833
H1 3.1301 -1.8846 -2.5751
H2 1.4142 -1.5873 -2.7924
H3 1.9467 -2.6889 -1.5101
H4 3.6369 0.4322 -2.2265
H5 2.6795 1.3963 -1.0730
H6 1.9345 0.8381 -2.5806
H7 4.4950 -2.1294 -1.1447
H8 6.0177 -2.5873 0.7238
H9 5.4719 -1.6837 2.9773
H10 3.4993 -0.2949 3.3078
H11 3.4288 1.8334 2.8776
H12 2.9168 3.0499 4.9304
H13 0.5771 3.1199 5.7928
H14 -1.2081 2.0553 4.4673
H15 -2.4308 0.4263 3.6835
H16 -1.3525 -0.9270 3.2553
H17 -2.6614 -0.4625 2.1645
H18 -2.2329 2.5180 2.5224
H19 -2.5431 1.6764 0.9966
H20 -1.0999 2.6791 1.1663
C17 -0.7780 -0.5817 -3.2815
C18 -1.2474 -1.7342 -2.4428
C19 -2.1422 -2.6307 -3.0902
C20 -2.6970 -3.6529 -2.4012
C21 -2.3371 -3.8475 -1.0481
C22 -2.8622 -4.9186 -0.2914
C23 -2.4509 -5.0958 0.9978
C24 -1.4983 -4.2291 1.5615
C25 -0.9651 -3.1727 0.8562
S1 0.2735 -2.1628 1.5564
C26 -1.4134 -2.9531 -0.4757
N4 -0.9084 -1.8689 -1.1776
H21 -0.4389 -0.9548 -4.2499
H22 0.0027 -0.0011 -2.8068
H23 -1.6115 0.0993 -3.4682
H24 -2.3826 -2.4499 -4.1295
H25 -3.4006 -4.3331 -2.8680
H26 -3.5803 -5.5845 -0.7547
H27 -2.8405 -5.9143 1.5908
H28 -1.1564 -4.3948 2.5762
C27 -3.3408 0.7461 -1.4706
C28 -2.5206 1.9456 -1.8613
C29 -3.1126 2.9503 -2.6178
C30 -2.4212 4.1044 -2.9542
C31 -1.1233 4.2738 -2.5063
C32 -0.4861 3.2926 -1.7529
C33 0.9057 3.5396 -1.2388
C34 -1.1756 2.1016 -1.4673
N5 -0.4940 1.0961 -0.7852
H29 -4.2434 0.6926 -2.0798
H30 -3.6564 0.7977 -0.4264
H31 -2.7965 -0.1873 -1.5707
H32 -4.1416 2.8255 -2.9371
H33 -2.9026 4.8758 -3.5425
H34 -0.5873 5.1896 -2.7317
H35 1.0289 4.5928 -0.9845
H36 1.6603 3.2978 -1.9916
H37 1.1149 2.9408 -0.3538


Record 3
C34H37N4O2SSr | ωB97M-V/def2-TZVPD

Energy relative to the best compared isomer or geometry (same formula, charge and spin) (kJ/mol): 66.58
Electronic energy (Eh): -2116.1646
Charge: +1

Cartesian coordinates (Å):
Sr1 -0.5206 -2.3386 -3.0171
C1 -0.7072 6.8368 7.6848
O1 -0.6950 7.1313 6.2925
C2 -0.7786 6.0954 5.4294
C3 -0.8479 4.7605 5.8126
C4 -0.9255 3.7798 4.8301
C5 -0.9303 4.1039 3.4838
C6 -0.8639 5.4501 3.1167
C7 -0.7904 6.4349 4.0747
C8 -1.0032 3.0733 2.4352
N1 -1.1876 3.2939 1.1541
C9 -1.1533 2.0463 0.5784
C10 -0.9533 1.0694 1.5031
N2 -0.8623 1.7355 2.7034
C11 -0.8854 -0.3221 1.1805
C12 -0.7116 -1.3513 2.1163
C13 -0.6712 -2.6496 1.6977
C14 -0.7827 -2.9088 0.3296
N3 -0.9369 -1.9609 -0.5793
C15 -0.9946 -0.6652 -0.1719
C16 -1.1983 0.3757 -1.1877
N4 -1.2932 0.0052 -2.4938
C17 -1.4922 0.9431 -3.4051
C18 -1.6078 2.3016 -3.1096
C19 -1.5032 2.6878 -1.8011
C20 -1.2947 1.7179 -0.8102
H1 -0.6625 7.7937 8.1932
H2 0.1593 6.2341 7.9628
H3 -1.6233 6.3162 7.9690
H4 -0.8470 4.4737 6.8527
H5 -0.9969 2.7469 5.1544
H6 -0.8680 5.7090 2.0655
H7 -0.7369 7.4808 3.8025
H8 -0.6491 1.3417 3.6025
H9 -0.6119 -1.1170 3.1698
H10 -0.5385 -3.4667 2.3922
H11 -0.7414 -3.9287 -0.0271
H12 -1.5480 0.6179 -4.4402
H13 -1.7658 3.0168 -3.9045
H14 -1.5733 3.7273 -1.5054
C21 3.3655 -5.0645 -2.4849
C22 2.2695 -4.8963 -1.4273
C23 0.9210 -5.3031 -2.0290
C24 2.3691 -3.5245 -0.7697
C25 2.8076 -3.4581 0.5494
C26 3.1475 -2.2484 1.1394
C27 3.1301 -1.1062 0.3505
C28 2.6993 -1.1198 -0.9760
C29 2.9985 0.1032 -1.8325
C30 4.2302 -0.1951 -2.6945
C31 1.8819 0.6754 -2.7039
C32 2.2137 -2.3279 -1.5047
O2 1.6045 -2.3642 -2.6987
H15 3.3737 -6.0821 -2.8831
H16 4.3462 -4.8569 -2.0557
H17 3.2072 -4.3727 -3.3152
H18 2.4693 -5.6147 -0.6280
H19 0.6814 -4.6422 -2.8609
H20 0.1073 -5.2988 -1.2996
H21 0.9711 -6.3118 -2.4424
H22 2.9126 -4.3826 1.1099
H23 3.4863 -2.2076 2.1671
H24 3.4922 -0.1679 0.7606
H25 3.2660 0.8935 -1.1259
H26 4.0075 -1.0034 -3.3977
H27 5.0736 -0.5116 -2.0786
H28 4.5314 0.6848 -3.2692
H29 1.5544 -0.0404 -3.4594
H30 2.2493 1.5633 -3.2235
H31 1.0217 0.9858 -2.1079
C33 -5.0641 -3.2827 -2.7075
S1 -3.6761 -2.8886 -3.7800
C34 -4.1868 -1.2705 -4.3890
H32 -5.2073 -2.5088 -1.9550
H33 -4.8433 -4.2250 -2.2094
H34 -5.9667 -3.4001 -3.3033
H35 -5.1482 -1.3492 -4.8938
H36 -3.4545 -0.9321 -5.1216
H37 -4.2482 -0.5398 -3.5838


Record 4
C34H37NO3P | ωB97M-V/def2-TZVPD

Electronic energy (Eh): -1939.3491
Charge: +1

Cartesian coordinates (Å):
C1 5.0975 3.4570 1.4536
O1 3.6902 3.4611 1.1303
C2 2.8199 2.7445 1.8933
C3 1.4682 2.7432 1.4774
C4 0.5405 1.9607 2.1387
C5 0.9197 1.1348 3.2142
P1 -0.1992 -0.0705 4.0355
C6 -1.7941 0.2853 3.1797
C7 -2.2711 -0.4370 2.0700
C8 -3.4035 -0.0295 1.3877
C9 -4.1205 1.1089 1.8215
O2 -5.1830 1.4842 1.0579
C10 -5.9499 2.6542 1.4164
C11 -3.7054 1.7941 2.9904
C12 -2.5688 1.3644 3.6615
C13 0.3056 -1.6360 3.2020
C14 -0.2754 -2.8378 3.6630
C15 -0.0797 -4.0397 2.9977
C16 0.7536 -4.0693 1.8523
O3 0.9523 -5.1761 1.0847
C17 0.2752 -6.4093 1.4110
C18 1.4211 -2.8910 1.4460
C19 1.2062 -1.7033 2.1225
C20 2.2490 1.2210 3.6843
C21 3.1962 2.0014 3.0399
H1 5.5328 4.1364 0.7197
H2 5.2722 3.8324 2.4708
H3 5.5271 2.4521 1.3414
H4 1.1894 3.3487 0.6163
H5 -0.4909 1.9763 1.7893
H6 -1.7415 -1.3176 1.7125
H7 -3.7506 -0.5577 0.5024
H8 -6.7473 2.6793 0.6720
H9 -6.3740 2.5573 2.4250
H10 -5.3390 3.5647 1.3472
H11 -4.2650 2.6626 3.3458
H12 -2.2524 1.8853 4.5652
H13 -0.9170 -2.8163 4.5436
H14 -0.5786 -4.9507 3.3369
H15 0.6556 -7.1173 0.6732
H16 0.5283 -6.7449 2.4257
H17 -0.8133 -6.3032 1.3072
H18 2.0815 -2.9388 0.5827
H19 1.7299 -0.8123 1.7813
H20 2.5452 0.6454 4.5607
H21 4.2295 2.0251 3.3964
C22 -1.8085 4.8442 10.0695
C23 -3.2478 4.3540 9.8836
C24 -3.2051 3.2918 8.7784
N1 -1.7932 2.9247 8.6583
C25 -1.3778 1.9061 7.9243
C26 -0.0289 1.5278 7.8005
C27 0.3308 0.2895 7.2909
C28 1.6789 -0.2186 7.3301
C29 1.9311 -1.6166 7.3132
C30 3.2323 -2.1080 7.3376
C31 4.3212 -1.2232 7.3813
C32 4.0927 0.1584 7.4152
C33 2.7910 0.6587 7.4093
C34 -0.8935 3.8257 9.3660
H22 -1.6764 5.8224 9.5964
H23 -1.5411 4.9321 11.1243
H24 -3.6116 3.8891 10.8051
H25 -3.9278 5.1633 9.6153
H26 -3.8295 2.4149 9.0022
H27 -3.5649 3.7136 7.8243
H28 -2.1498 1.3048 7.4258
H29 0.7414 2.2159 8.1698
H30 -0.4643 -0.3951 6.9857
H31 1.0752 -2.2985 7.2910
H32 3.4040 -3.1872 7.3331
H33 5.3422 -1.6097 7.3884
H34 4.9306 0.8550 7.4595
H35 2.6157 1.7342 7.4519
H36 -0.2128 4.3335 8.6639
H37 -0.2614 3.2884 10.0924